Model a:
Molecular formula: C10H16
Method: DFT, the ωB97M-V functional and the def2-TZVPD basis

As for the expectation value of S²: 0.769. The net charge is +1. For the highest occupied orbital energy (spin up / spin down), the calculation gives -14.42 / -14.40 eV. Its frontier orbital gap (spin up / spin down) is 9.828 / 6.309 eV. The spin multiplicity is 2. The LUMO energy (spin up / spin down) is -4.590 / -8.095 eV.

Positions of all 26 atoms, in Å:
H -0.758 3.222 -0.686
H 0.520 -2.228 -2.058
H 0.181 0.018 2.962
H 2.771 1.351 2.144
H 2.642 -0.256 3.044
H -1.716 -2.356 -3.025
C 0.566 1.601 -1.507
H -2.259 1.766 0.381
H 1.363 2.231 -1.886
H 0.194 1.425 2.128
C 0.735 0.238 -1.573
H -1.603 -0.696 0.675
C -1.727 -2.278 -1.948
H 1.418 -0.208 -2.285
H 2.111 -0.137 1.501
C -0.141 -0.608 -0.909
C 0.793 0.928 2.892
C -1.444 1.333 -0.179
C 2.163 0.489 2.410
H -0.062 -2.801 -0.612
C -0.286 -2.026 -1.347
H 0.731 1.564 3.765
H -2.080 -3.186 -1.462
H -2.385 -1.514 -1.538
C -1.184 -0.042 -0.078
C -0.544 2.170 -0.807

Model b:
Molecular formula: C10H16
Method: DFT, the ωB97M-V functional and the def2-TZVPD basis

As for the expectation value of S²: 0.770. The net charge is +1. For the highest occupied orbital energy (spin up / spin down), the calculation gives -13.78 / -13.78 eV. Its frontier orbital gap (spin up / spin down) is 9.269 / 5.498 eV. The spin multiplicity is 2. The LUMO energy (spin up / spin down) is -4.513 / -8.284 eV.

Positions of all 26 atoms, in Å:
C -0.659 0.943 0.294
H -2.560 2.552 -2.725
H 1.953 -4.260 1.066
C -0.555 3.010 1.567
H -2.135 3.836 -0.593
C -2.094 2.105 -1.857
C -1.763 0.726 -1.906
H 0.464 2.690 1.836
H 2.261 -2.881 1.948
H -2.312 0.069 -2.566
H 2.961 -2.506 -0.873
H 1.860 -1.473 -1.668
H 0.802 -3.536 1.998
H -0.532 4.097 1.583
C -1.709 2.851 -0.776
H 2.592 -0.880 -0.076
C -1.030 2.310 0.359
H -0.149 0.377 1.059
C 1.537 -3.257 1.210
C -1.089 0.218 -0.768
H -1.040 2.628 2.479
H 0.270 -1.734 0.450
C 1.079 -2.379 0.113
C 2.240 -1.716 -0.673
H 0.507 -2.939 -0.657
H -0.898 -0.849 -0.821

Model c:
Molecular formula: C10H16
Method: DFT, the ωB97M-V functional and the def2-TZVPD basis

As for the expectation value of S²: 0.770. The net charge is +1. For the highest occupied orbital energy (spin up / spin down), the calculation gives -14.31 / -14.29 eV. Its frontier orbital gap (spin up / spin down) is 9.915 / 5.897 eV. The spin multiplicity is 2. The LUMO energy (spin up / spin down) is -4.394 / -8.398 eV.

Positions of all 26 atoms, in Å:
C 1.154 -1.541 2.251
H -0.444 -0.118 -1.467
H -2.666 0.563 -1.783
H 1.159 -0.695 2.949
H 2.201 -1.818 2.359
C -0.572 -0.837 0.542
C 0.883 -1.046 0.829
C -1.051 -0.151 -0.569
H 2.224 3.135 -1.537
H 1.356 -1.699 0.073
H 2.714 1.788 -3.155
C -2.952 -0.647 1.241
H 2.626 0.250 -2.101
C 1.918 2.157 -1.189
C -2.388 0.280 -0.772
H -4.436 0.436 0.142
C -1.614 -1.083 1.462
H -3.763 -0.983 1.888
H 1.453 -0.171 0.509
C -3.439 0.029 0.160
C 2.192 1.204 -2.398
H 1.297 0.913 -2.959
H 0.836 2.317 -1.108
H 0.492 -2.346 2.548
H 2.273 1.760 -0.252
H -1.453 -1.699 2.338

Most stable of them? model a.

Model a:
Molecular formula: CH3FN2
Method: DFT, the ωB97M-V functional and the def2-TZVPD basis

For the highest occupied orbital energy, the calculation gives -10.36 eV. Its frontier orbital gap is 10.888 eV. The LUMO energy is 0.529 eV. As for the SMILES: N#CN.F.

Positions of all 7 atoms, in Å:
N -0.598 0.931 0.336
H 0.003 0.918 1.133
F 1.959 -0.414 -0.316
N -1.851 -1.156 -0.096
H 0.036 1.125 -0.388
C -1.348 -0.127 0.030
H 1.800 -1.278 -0.699

Model b:
Molecular formula: CH3FN2
Method: DFT, the ωB97M-V functional and the def2-TZVPD basis

For the highest occupied orbital energy (spin up / spin down), the calculation gives -8.13 / -8.61 eV. Its frontier orbital gap (spin up / spin down) is 8.574 / 9.025 eV. The LUMO energy (spin up / spin down) is 0.447 / 0.418 eV.

Positions of all 7 atoms, in Å:
C 0.288 -0.404 0.080
H 0.548 -1.466 0.391
N -2.292 -0.686 -0.068
H 0.929 0.325 -0.372
F -3.273 0.292 0.055
H -1.236 1.004 -0.252
N -1.048 -0.029 -0.051

Most stable of them? model a.